No. 1
8
Properties=species:S:1:pos:R:3:forces:R:3:lowdin_charge:R:1 method="wB97M-V/def2-TZVPD" e_lumo_ev="-2.1 / -1.1" homo_ev="-11.190 / -9.701" orbital_gap_ev="9.1 / 8.6" e_above_lowest_ev=4.539
S -0.84857 0.04196 0.22056 0.194 -0.065 -0.764 0.648
O -1.52479 1.20728 -0.31832 0.140 0.065 0.482 -0.386
O -1.42396 -1.25943 -0.04347 0.034 -0.139 0.436 -0.396
C 0.85371 0.00631 -0.59027 -1.100 0.460 1.635 -0.147
H 0.64803 -0.73554 -1.36898 0.632 0.245 0.125 0.052
H 1.48963 -0.31264 0.28552 -0.241 0.333 -1.483 0.061
H 0.92850 1.06669 -0.91477 0.522 -0.965 0.123 0.059
H -0.12255 -0.01464 2.72973 -0.180 0.066 -0.555 0.108


No. 2
32
Properties=species:S:1:pos:R:3:forces:R:3:lowdin_charge:R:1 method="wB97M-V/def2-TZVPD" e_lumo_ev=-3.2 charge=+1 homo_ev=-11.311 orbital_gap_ev=8.2 e_above_lowest_ev=5.482
O 3.30402 0.26411 -0.65751 0.842 0.030 0.839 0.034
N -1.66150 1.23501 0.45827 -0.035 1.143 -1.557 0.172
N -0.29897 -0.07081 1.81930 -2.242 1.755 -3.034 -0.127
N 3.14251 -0.29726 -2.81408 0.133 -2.097 -4.452 0.105
C -0.85877 1.26143 -1.92335 0.471 -2.161 1.929 -0.141
C 1.53827 1.23208 -1.89892 1.509 -0.191 0.317 0.063
C -0.26543 -1.07010 2.83143 2.056 -2.420 1.392 -0.059
C -2.36245 -1.00608 0.98353 -0.220 -0.763 2.761 -0.156
C 2.64796 0.44519 -1.83499 -2.508 2.315 1.852 -0.489
C -1.60773 1.76774 -0.68671 -0.219 -0.770 -0.102 -0.030
C -1.82491 -2.33200 0.44341 0.440 1.951 0.455 -0.047
C 0.44269 1.97987 -1.95318 1.955 -2.038 -0.041 -0.126
C -1.35659 0.09536 0.99202 0.836 -2.371 3.460 -0.266
C 0.81737 0.89041 1.61108 0.720 -2.892 2.534 0.041
H -3.19788 -0.76098 0.42186 -1.514 0.971 -1.148 0.090
H 0.44665 3.03298 -2.02114 0.155 1.132 -0.189 0.099
H -1.08539 -2.65695 1.14343 0.030 -1.125 0.192 0.044
H -2.73897 -2.85674 0.36425 -0.255 -1.602 -0.269 0.081
H -1.44892 1.50979 -2.74555 -1.039 0.310 -1.589 0.091
H -0.54401 0.11362 -1.97314 -1.333 2.328 0.556 0.167
H 4.07975 -0.08937 -3.17955 -0.594 -0.019 0.354 0.126
H 2.47212 -0.54402 -3.59340 1.301 0.614 1.333 0.145
H -2.82389 -1.20902 2.07817 1.231 0.721 -2.333 0.178
H 0.57255 1.53286 0.81206 -0.190 1.305 -0.113 0.057
H -1.31814 -2.16462 -0.49462 -0.138 -0.206 -0.522 0.082
H -1.20038 -1.51231 3.23867 0.177 0.985 -0.789 0.097
H 1.04005 1.19577 2.66631 0.138 0.856 -1.374 0.120
H 4.09153 -0.33416 -0.75027 -1.294 0.657 -0.235 0.142
H -2.17220 2.69690 -0.73421 0.304 0.196 -0.410 0.145
H 1.65846 0.27802 1.24684 -0.027 0.340 0.226 0.095
H 0.28061 -2.03159 2.39796 -0.444 2.083 1.406 0.138
H 0.23162 -0.59514 3.75203 -0.248 -1.039 -1.446 0.128